Computed, not measured: a cluster of 2 separate species, C8H14N2O2 in total, with the ωB97M-V functional and the def2-TZVPD basis.

Geometry (Å):
C: 0.08268 1.08864 -1.42542
C: -0.84231 0.58306 -2.01377
C: -1.93326 -0.05446 -2.66716
C: -1.90788 -1.31065 -3.12454
C: -0.67353 -2.17391 -3.20331
N: -0.47726 -2.67549 -4.55412
H: 0.86413 1.51693 -0.86029
H: -2.85951 0.53180 -2.72538
H: -2.84544 -1.73724 -3.52668
H: 0.18411 -1.61615 -2.78842
H: -0.83731 -3.04376 -2.55920
H: -0.07539 -1.95391 -5.16845
H: 0.21472 -3.44404 -4.56554
C: 0.48294 -0.83199 3.77220
C: 0.82431 0.16732 2.67876
O: 0.96382 1.46686 3.29140
C: 1.16540 2.47066 2.42269
N: 1.23552 3.66092 3.05661
O: 1.28237 2.30614 1.21761
H: 1.29460 -0.85979 4.51256
H: -0.42673 -0.55188 4.27334
H: 0.37087 -1.83597 3.36590
H: 0.03101 0.19682 1.91209
H: 1.76297 -0.09745 2.18533
H: 1.19184 4.49024 2.47786
H: 0.92733 3.70729 4.01595

The calculation puts the energy above the lowest of the compared OMol25 structures with the same formula, charge and spin at 29.4 kcal per mole. Its total energy is -573.16133 a.u. For the orbital gap, the calculation gives 0.3505 hartree. As for the highest occupied orbital energy: -8.7 eV. Its spin multiplicity is 1. Its SMILES is C#C/C=C\CN.CCOC(N)=O.

***

Computed, not measured: a structure of composition C5H9N3S2, with the ωB97M-V functional and the def2-TZVPD basis.

Geometry (Å):
C: -2.62186 -1.15858 -1.20819
C: -1.15508 -0.80753 -1.02618
C: -0.58989 0.44070 -1.52574
C: 0.45573 1.46227 0.97236
C: 2.16090 0.53199 1.82152
H: -3.56767 -0.77233 -0.43844
H: -2.97725 -0.92494 -2.27117
H: -2.96679 -2.30082 -1.03999
H: -0.75773 -1.16899 0.05328
H: -0.42561 -1.44328 -1.65186
H: 0.49450 0.30446 -1.62783
H: -1.22614 0.79223 -2.42817
H: 4.03002 0.11485 2.07627
H: 3.44568 -0.97347 0.82970
N: 0.33860 2.09245 2.14775
N: 3.18849 -0.38466 1.67981
N: 1.26158 0.53390 0.80320
S: -0.77748 1.80144 -0.19936
S: 1.69000 1.86029 3.03304

The calculation puts the energy above the lowest of the compared OMol25 structures with the same formula, charge and spin at 5.2 kcal per mole. Its total energy is -1156.45979 a.u. For the orbital gap, the calculation gives 0.3084 hartree. As for the highest occupied orbital energy: -8.0 eV. Its spin multiplicity is 1.

***

Computed, not measured: the molecule C2H5N3O4, with the ωB97M-V functional and the def2-TZVPD basis.

Geometry (Å):
C: -1.61100 0.74915 -1.05499
C: -0.52343 -0.38109 -1.04643
N: 1.81542 0.30870 1.37831
N: 1.10987 0.46137 0.25271
N: 1.52315 -0.77392 2.20249
O: 1.30768 1.32176 -0.55498
O: 2.42866 -1.53781 2.34304
O: 0.47405 -0.71676 2.73582
O: 0.23674 -0.50097 0.05246
H: -2.17358 0.57343 -0.17069
H: -1.30547 1.80739 -1.14476
H: -2.32496 0.46121 -1.79514
H: 0.13610 -0.40749 -1.99938
H: -1.09323 -1.36497 -1.19846

The calculation puts the energy above the lowest of the compared OMol25 structures with the same formula, charge and spin at 155.2 kcal per mole. Its total energy is -544.13975 a.u. For the orbital gap (alpha / beta), the calculation gives 0.3700 / 0.3700 hartree. As for the highest occupied orbital energy (alpha / beta): -10.5 / -10.5 eV. Its spin multiplicity is 1.

***

Computed, not measured: a structure of composition C29H31Ge2IrN3O, with the ωB97M-V functional and the def2-TZVPD basis.

Geometry (Å):
Ir: 0.24843 0.92592 0.46200
C: -1.18378 -1.78517 -2.82308
C: -0.62774 -0.70226 -1.98108
N: -0.31574 -0.85233 -0.69346
N: -0.31839 -2.02127 -0.14247
C: 0.30399 -1.93343 1.12419
O: 0.89636 -0.88361 1.46318
C: 0.27799 -3.11808 1.94272
C: -0.45146 -4.24803 1.54276
C: -0.47967 -5.36486 2.35604
C: 0.22218 -5.36425 3.55485
C: 0.95200 -4.24489 3.95713
C: 0.98039 -3.12431 3.15860
C: -0.29149 0.62050 -2.48471
C: -0.55608 1.00149 -3.79195
C: -0.13526 2.24738 -4.23847
C: 0.54508 3.07500 -3.36428
C: 0.76817 2.64341 -2.06232
N: 0.36158 1.45360 -1.62343
H: -1.36046 -2.67552 -2.22817
H: -0.48994 -2.02774 -3.63172
H: -2.12209 -1.46529 -3.28193
H: -0.98758 -4.23874 0.60523
H: -1.03760 -6.24083 2.05547
H: 0.20959 -6.24665 4.18126
H: 1.49995 -4.26199 4.88892
H: 1.54163 -2.24746 3.45159
H: -1.08038 0.32841 -4.45529
H: -0.32923 2.55814 -5.25573
H: 0.90992 4.04427 -3.67269
H: 1.28958 3.26748 -1.34832
C: -0.80584 2.76746 4.32946
Ge: -2.36082 3.03151 3.19791
C: -2.23666 4.57783 2.03786
C: -4.07659 2.64673 3.99574
Ge: -2.00558 1.04450 1.34908
C: -3.39427 1.66899 0.16208
C: -4.73068 1.33623 0.40762
C: -5.72961 1.79419 -0.43792
C: -5.40573 2.59811 -1.52329
C: -4.08337 2.94515 -1.76881
C: -3.08108 2.48494 -0.92848
C: -2.48865 -0.55178 2.33937
C: -1.94149 -0.82834 3.59275
C: -2.22847 -2.02491 4.23239
C: -3.05328 -2.95938 3.62022
C: -3.59485 -2.69851 2.36912
C: -3.32020 -1.49736 1.72871
H: -0.66459 3.68803 4.90197
H: 0.09364 2.59869 3.73831
H: -0.94938 1.94615 5.02813
H: -2.25062 5.47306 2.66415
H: -3.07406 4.62064 1.34471
H: -1.29844 4.56404 1.48399
H: -4.22658 3.34731 4.82089
H: -4.09648 1.63321 4.39317
H: -4.88032 2.78244 3.27578
H: -4.99420 0.71878 1.25946
H: -6.76144 1.53064 -0.24651
H: -6.18813 2.96187 -2.17594
H: -3.83847 3.58224 -2.60868
H: -2.05122 2.77228 -1.11487
H: -1.28305 -0.11256 4.07284
H: -1.81133 -2.22760 5.21017
H: -3.28097 -3.88951 4.12397
H: -4.24098 -3.42526 1.89384
H: -3.76250 -1.30005 0.75848

Its total charge is +2. The calculation puts the energy above the lowest of the compared OMol25 structures with the same formula, charge and spin at 0.0 kcal per mole. Its total energy is -5620.67454 a.u. The expectation value of S² is 8.79. For the orbital gap (alpha / beta), the calculation gives 0.2264 / 0.2063 hartree. As for the highest occupied orbital energy (alpha / beta): -12.8 / -14.3 eV. Its spin multiplicity is 6.

***

Computed, not measured: a structure of composition C2H4NO, with the ωB97M-V functional and the def2-TZVPD basis.

Geometry (Å):
C: -2.85929 -0.06914 0.23733
C: 1.16622 -0.18150 0.05818
N: -1.70751 -0.16350 0.07996
O: -0.56286 -0.18092 -0.39077
H: -3.78209 0.05853 0.59235
H: 1.30139 0.98408 -0.03277
H: 1.33312 -0.44843 1.12543
H: 1.42106 -0.88244 -0.72184

Its total charge is +1. The calculation puts the energy above the lowest of the compared OMol25 structures with the same formula, charge and spin at 86.8 kcal per mole. Its total energy is -208.13233 a.u. For the orbital gap, the calculation gives 0.4114 hartree. As for the highest occupied orbital energy: -16.6 eV. Its spin multiplicity is 1.

***

Computed, not measured: the molecule C5H15NSi, with the ωB97M-V functional and the def2-TZVPD basis.

Geometry (Å):
C: -1.11251 1.28741 0.89224
N: -0.03233 0.34531 0.84070
Si: 0.35563 -0.56993 2.21736
C: 0.19103 -0.12072 -0.55012
C: 0.14456 1.07118 -1.48211
C: 1.57136 -0.71643 -0.82489
C: -0.94061 -1.07573 -1.00575
H: -2.02130 0.91110 0.34779
H: -1.39163 1.36050 1.98852
H: -0.85329 2.28933 0.59433
H: 1.78129 -0.87964 2.12679
H: 0.15294 0.13730 3.52550
H: -0.42704 -1.94134 2.41921
H: 0.58510 0.88000 -2.42406
H: -0.87891 1.44595 -1.45627
H: 0.71334 1.99031 -1.16200
H: 1.90965 -1.52159 -0.08991
H: 2.37676 0.07770 -0.80772
H: 1.42647 -1.11672 -1.88430
H: -0.82312 -2.10679 -0.74099
H: -1.87704 -0.82968 -0.39166
H: -0.85035 -0.91753 -2.13265

The calculation puts the energy above the lowest of the compared OMol25 structures with the same formula, charge and spin at 35.9 kcal per mole. Its total energy is -543.69820 a.u. For the orbital gap, the calculation gives 0.3533 hartree. As for the highest occupied orbital energy: -8.8 eV. Its spin multiplicity is 1. Its SMILES is CN([SiH3])C(C)(C)C.

***

Computed, not measured: a cluster of 2 separate species, C4H5N3 in total, with the ωB97M-V functional and the def2-TZVPD basis.

Geometry (Å):
C: -1.82914 1.01521 0.81124
N: 0.07525 -0.70038 -1.03515
C: 1.21002 -0.86957 -0.49182
C: 2.33325 -1.52358 -1.14512
N: 3.21326 -2.04621 -1.68503
C: 0.55410 1.56719 1.67587
N: -0.52648 1.33113 1.28820
H: -1.84556 -0.02827 0.49458
H: -2.06301 1.64279 -0.05146
H: -2.55955 1.19009 1.60401
H: 0.05518 -1.07897 -1.98466
H: 1.38268 -0.49944 0.51934

The calculation puts the energy above the lowest of the compared OMol25 structures with the same formula, charge and spin at 68.5 kcal per mole. Its total energy is -319.60300 a.u. For the orbital gap, the calculation gives 0.4106 hartree. As for the highest occupied orbital energy: -11.4 eV. Its spin multiplicity is 1.

***

Computed, not measured: a structure of composition C9H12I2O2Si, with the ωB97M-V functional and the def2-TZVPD basis.

Geometry (Å):
C: 0.07822 -3.91910 -0.51414
C: -1.14833 -3.31650 -0.41986
C: 1.25314 -3.24827 -0.26078
C: 0.06127 -1.15557 0.02728
C: -1.10644 -1.94377 -0.17356
C: 1.27860 -1.90201 -0.00137
C: 1.12582 2.29454 -1.51199
C: -2.10621 2.47302 0.45217
C: 0.76402 1.31938 1.84578
O: 1.13959 1.01844 -1.01556
O: -1.23087 1.60110 -0.16104
Si: 0.11486 0.70992 0.17237
I: -2.99496 -1.03968 -0.19841
I: 3.17060 -1.02673 0.17800
H: 0.16400 -5.03206 -0.59562
H: -2.00386 -3.73711 -0.83059
H: 2.09228 -3.82450 -0.11587
H: 1.47972 2.23187 -2.61166
H: 1.93495 2.82959 -1.15934
H: 0.15752 2.62387 -1.31542
H: -2.47041 3.24814 -0.31993
H: -1.56607 3.15378 1.04426
H: -3.08207 2.14415 0.97339
H: 0.47968 2.35642 1.93131
H: 0.43875 0.88739 2.73074
H: 1.97617 1.25368 1.84982

Its total energy is -1385.35152 a.u. The expectation value of S² is 2.01. For the orbital gap (alpha / beta), the calculation gives 0.1808 / 0.1755 hartree. As for the highest occupied orbital energy (alpha / beta): -4.7 / -8.5 eV. Its spin multiplicity is 3.